{"formula": "C9H12AlBCl2F11MgO15S", "method": "ωB97M-V/def2-TZVPD", "elements": ["O", "C", "C", "C", "C", "C", "F", "F", "C", "F", "F", "F", "O", "C", "F", "F", "B", "O", "O", "H", "H", "H", "H", "H", "H", "H", "H", "Al", "C", "O", "O", "O", "H", "O", "Cl", "O", "O", "O", "C", "F", "F", "F", "S", "O", "O", "O", "Cl", "O", "H", "H", "H", "F", "Mg"], "coordinates": [[1.1069, -0.8881, -0.7337], [0.3731, -0.3096, 0.0493], [-1.0514, -0.2331, -0.1862], [-1.5375, 1.2323, -0.1572], [-2.9337, 1.3215, -0.7745], [-4.0208, 1.1316, 0.2593], [-3.6088, 0.4225, 1.3390], [-4.3558, 2.3688, 0.7288], [-5.3519, 0.4956, -0.2847], [-6.3285, 1.4004, -0.3016], [-5.7343, -0.5091, 0.5062], [-5.2263, 0.0293, -1.5250], [0.8491, 0.3031, 1.2710], [1.9445, 1.0721, 1.1001], [3.0948, 0.2831, 0.9658], [2.1081, 1.7898, 2.2491], [1.8728, 2.2132, -0.0631], [1.0838, 3.2666, 0.1133], [2.7057, 2.0315, -1.1835], [-1.5482, -0.8143, 0.6000], [-1.2836, -0.6500, -1.1891], [-0.8763, 1.7756, -0.8372], [-1.4455, 1.6993, 0.8222], [-3.0341, 2.3217, -1.1839], [-2.9543, 0.6161, -1.6137], [0.6288, 3.5889, -0.6775], [2.3070, 2.5303, -1.9150], [3.5088, 2.1845, 4.1685], [2.1007, 4.5225, 3.5457], [3.3414, 4.0681, 3.3930], [1.3363, 4.1270, 2.4429], [1.5951, 5.0925, 4.4604], [2.0898, 3.7624, 1.9768], [4.0143, -1.7678, 0.7376], [5.4419, -1.4554, 0.4473], [5.4004, -0.8355, -0.9087], [6.2000, -2.6333, 0.3947], [5.9390, -0.5126, 1.3789], [-2.5616, -4.7098, -2.6465], [-2.4294, -5.9034, -3.1466], [-3.4907, -3.9582, -3.6528], [-3.3221, -4.8062, -1.5991], [-0.9424, -3.8481, -2.3429], [-0.2985, -3.8373, -3.6289], [-0.2820, -4.6871, -1.3784], [-1.3829, -2.5689, -1.8744], [-2.7954, -2.9334, -4.8956], [2.1498, -1.9152, 2.6473], [2.8464, -1.8663, 1.9219], [1.4778, -2.5999, 2.4555], [1.7332, -1.0461, 2.8078], [-1.6997, -0.2196, -2.8872], [3.2460, -0.1419, -1.1952]], "forces_ev_per_angstrom": [[2.510, 1.499, 0.663], [-1.454, -1.147, -1.042], [-0.627, 0.324, 0.839], [0.276, -0.046, -0.258], [0.501, -0.258, 0.179], [-0.275, 0.821, -0.547], [0.120, -0.276, -0.030], [-0.003, -0.050, 0.365], [-0.265, 0.023, 0.224], [-0.017, 0.038, 0.012], [-0.015, -0.125, -0.039], [0.208, -0.124, -0.026], [0.373, -0.630, -0.794], [-0.169, 2.132, 0.003], [-0.518, 0.911, -0.097], [-0.083, -1.418, -0.361], [0.092, 0.319, -0.302], [-0.221, -1.095, -0.676], [-0.712, -1.445, 0.140], [-0.129, -0.003, 0.049], [0.166, 0.124, -0.254], [-0.071, 0.073, -0.143], [-0.149, -0.009, 0.115], [-0.355, 0.058, -0.083], [0.005, -0.024, -0.053], [0.021, 0.598, 0.170], [0.592, 0.107, -0.364], [0.478, 2.109, 0.050], [-1.278, -0.153, -0.211], [0.356, -1.954, 1.119], [0.927, 0.966, 1.124], [0.385, 0.099, 0.202], [-0.444, 0.154, -0.864], [-0.241, -0.605, -0.401], [0.852, -0.468, 0.379], [-1.757, 0.710, -0.407], [-0.149, -0.052, -0.091], [-0.430, 0.082, -0.041], [1.604, -2.202, 2.043], [-0.286, 0.383, -0.769], [-0.372, 0.840, -1.099], [-0.475, 0.680, -0.335], [1.963, 1.374, -0.287], [-0.482, -0.377, -0.266], [-0.773, -0.459, 0.254], [-0.532, -0.607, 0.430], [-0.356, -0.110, 0.534], [-0.146, -0.256, 0.145], [0.776, -0.030, -0.314], [0.038, -0.011, 0.043], [-0.139, -0.065, -0.048], [0.189, 0.524, 0.173], [0.493, -0.950, 0.947]], "e_homo_ha": -0.389, "total_charge": 1}